36
Properties=species:S:1:pos:R:3 method="wB97M-V/def2-TZVPD" homo_ev=-6.857 fmax_ha_per_bohr=0.025 gap_ha=0.21134 energy_ha=-2871.80045
C 3.27 -2.88 1.66
C 2.43 -2.76 0.81
C 1.43 -2.71 -0.26
C 1.70 -1.65 -1.36
C 2.60 -0.53 -0.87
Ga 1.77 0.73 0.47
C -0.02 0.21 1.27
C -1.18 1.06 0.72
C -2.52 0.34 0.83
O -3.33 0.65 -0.32
C -4.48 -0.02 -0.42
C -5.20 0.27 -1.71
O -4.90 -0.76 0.43
P 1.76 2.94 -0.37
N 3.28 3.46 -0.46
H 3.88 -3.03 2.52
H 1.40 -3.70 -0.72
H 0.45 -2.57 0.20
H 2.16 -2.16 -2.21
H 0.74 -1.27 -1.72
H 3.51 -0.96 -0.46
H 2.92 0.08 -1.72
H 2.86 0.74 1.68
H 0.05 0.39 2.35
H -0.25 -0.85 1.16
H -1.02 1.35 -0.32
H -1.24 1.96 1.33
H -2.40 -0.74 0.91
H -3.05 0.66 1.73
H -5.93 1.05 -1.50
H -4.53 0.59 -2.49
H -5.74 -0.62 -1.99
H 1.14 2.98 -1.65
H 0.93 3.79 0.41
H 3.41 4.32 0.06
Li 4.12 -0.35 2.00